Record 1
Below is a 2-piece molecular cluster, C3H5O3S overall in a non-equilibrium geometry, with properties calculated with ωB97M-V with the def2-TZVPD basis set.

Last column: Löwdin charge in e.
Cartesian coordinates (Å):
C  5.068  0.359  -0.001  -0.38
C  -0.131  0.004  0.813  -0.23
C  0.163  -0.407  -0.617  -0.56
O  5.263  -0.184  1.035  0.18
O  4.920  0.908  -1.009  0.20
O  0.826  -2.672  0.763  -0.88
S  0.425  -2.312  -0.689  0.49
H  0.143  1.088  0.827  0.06
H  -1.235  -0.140  1.059  0.07
H  0.294  -0.720  1.479  0.01
H  0.967  0.302  -1.001  0.06
H  -0.690  -0.398  -1.218  -0.01

**Orbital gap**: 4.17 eV
**LUMO energy**: 2.817 eV
**Net charge**: -1

***

Record 2
Below is an isolated ion of composition C3H5O3S2 and charge -1 in a non-equilibrium geometry, with properties calculated with ωB97M-V with the def2-TZVPD basis set.

Last column: Löwdin charge in e.
Cartesian coordinates (Å):
C  -0.099  -1.051  0.191  -0.56
C  -0.586  -0.158  -0.913  -0.06
C  1.009  -0.427  0.908  -0.23
O  2.076  1.244  -0.984  -0.46
O  -0.460  -2.207  0.277  0.06
O  2.290  -1.087  -1.368  -0.40
S  3.997  0.041  0.670  0.11
S  2.333  -0.061  -0.397  0.08
H  0.231  0.037  -1.704  0.10
H  -1.583  -0.552  -1.373  0.11
H  -0.907  0.758  -0.484  0.06
H  0.522  0.406  1.356  0.08
H  1.604  -0.941  1.784  0.11

**Orbital gap**: 7.86 eV
**Structure (SMILES)**: CC(=O)CS(=O)(=O)[S-]
**LUMO energy**: 3.630 eV
**Net charge**: -1

***

Record 3
Below is an isolated ion of composition C3H5O3S3 and charge -1 in a non-equilibrium geometry, with properties calculated with ωB97M-V with the def2-TZVPD basis set.

Last column: Löwdin charge in e.
Cartesian coordinates (Å):
C  0.583  -0.615  1.137  -0.87
C  -0.674  0.176  -1.043  -0.21
C  -0.943  -0.391  0.349  -0.72
O  1.748  -0.220  -2.326  -0.33
O  1.639  1.623  -0.711  -0.31
O  1.543  -0.717  0.027  -0.30
S  0.396  -2.108  2.062  0.30
S  -1.870  0.670  1.444  0.71
S  1.214  0.302  -1.069  0.58
H  0.898  0.288  1.627  0.06
H  -0.866  -0.556  -1.855  0.10
H  -1.080  1.140  -1.311  0.08
H  -1.499  -1.333  0.318  0.06
H  -1.089  1.739  1.351  -0.14

**Orbital gap**: 6.45 eV
**Structure (SMILES)**: O=S1(=O)C[C@H](S)[C@@H]([S-])O1
**LUMO energy**: 3.052 eV
**Net charge**: -1

***

Record 4
Below is C3H5O3Sc as an isolated structure in a non-equilibrium geometry, with properties calculated with ωB97M-V with the def2-TZVPD basis set.

Last column: Löwdin spin population.
Cartesian coordinates (Å):
H  -1.966  0.726  -1.369  0.00
C  -1.071  0.402  -0.841  0.00
C  0.079  1.058  -1.120  0.06
O  1.227  1.157  -0.433  0.06
C  1.517  0.108  0.422  0.32
O  2.838  0.247  0.723  0.09
Sc  -0.239  -0.816  1.304  0.45
O  -1.633  -2.156  1.225  0.00
H  -1.264  -0.622  -0.518  0.01
H  -2.516  -2.075  0.866  0.00
H  0.082  1.786  -1.935  0.00
H  2.947  0.185  1.676  0.01

**Orbital gap (spin up / spin down)**: 6.65 / 9.00 eV
**<S²>**: 0.754
**LUMO energy (spin up / spin down)**: -5.469 / -5.575 eV
**2S+1**: 2
**Net charge**: +1

***

Record 5
Below is an isolated ion of composition C3H5O4 and charge +1 in a non-equilibrium geometry, with properties calculated with ωB97M-V with the def2-TZVPD basis set.

Last column: Löwdin spin population.
Cartesian coordinates (Å):
C  -0.230  0.287  0.238  0.06
C  -1.566  0.766  0.465  0.04
C  0.230  -0.886  -0.740  0.06
O  3.198  0.027  0.689  0.74
O  0.729  0.949  0.666  0.53
O  1.501  -1.187  -0.264  0.04
O  2.333  0.031  -0.087  0.52
H  -1.591  1.328  1.431  0.00
H  -2.105  -0.270  0.492  0.00
H  -2.122  1.257  -0.357  0.00
H  -0.429  -1.832  -0.677  0.01
H  0.053  -0.470  -1.856  0.00

**Orbital gap (spin up / spin down)**: 9.90 / 6.98 eV
**<S²>**: 2.019
**LUMO energy (spin up / spin down)**: -5.480 / -9.070 eV
**2S+1**: 3
**Net charge**: +1

***

Record 6
Below is C3H5O4P in the gas phase in a non-equilibrium geometry, with properties calculated with ωB97M-V with the def2-TZVPD basis set.

Last column: Löwdin charge in e.
Cartesian coordinates (Å):
C  -0.509  -0.748  -1.696  0.02
C  -0.574  -0.490  -0.403  -0.62
C  0.781  1.289  0.668  -0.66
O  -1.432  0.441  1.984  -0.30
O  -0.198  -1.404  0.468  0.00
O  1.340  1.808  -0.396  0.06
O  1.368  0.790  1.611  0.04
P  -1.133  0.998  0.502  1.01
H  -0.044  -1.637  -2.083  0.06
H  -0.935  -0.064  -2.405  0.05
H  -0.239  -2.252  0.059  0.10
H  2.212  1.346  -0.556  0.16
H  -0.638  -0.077  2.248  0.06

**Orbital gap**: 9.49 eV
**Structure (SMILES)**: C=C(O)P(O)C(=O)O
**LUMO energy**: 0.384 eV

***

Record 7
Below is C3H5O4Pb as an isolated structure in a non-equilibrium geometry, with properties calculated with ωB97M-V with the def2-TZVPD basis set.

Last column: Löwdin spin population.
Cartesian coordinates (Å):
O  0.256  0.962  -0.355  0.01
C  0.824  -0.164  -0.195  0.01
C  -1.543  0.653  -0.003  0.00
O  2.052  -0.367  -0.124  0.11
O  0.019  -1.127  0.234  0.00
C  -1.363  -0.864  -0.069  0.00
Pb  3.875  0.703  -0.244  0.87
H  -1.798  1.076  -0.985  0.00
H  -1.446  1.034  1.023  0.00
H  -1.568  -1.250  -1.073  0.00
H  -1.963  -1.380  0.687  0.00
O  -3.592  0.668  0.392  0.00
H  -3.788  1.608  0.409  0.00

**Orbital gap (spin up / spin down)**: 5.67 / 5.84 eV
**<S²>**: 0.752
**LUMO energy (spin up / spin down)**: -2.112 / -2.023 eV
**2S+1**: 2

***

Record 8
Below is C3H5O4Yb as an isolated structure in a non-equilibrium geometry, with properties calculated with ωB97M-V with the def2-TZVPD basis set.

Last column: Löwdin spin population.
Cartesian coordinates (Å):
O  -0.653  3.850  1.275  0.11
C  0.132  3.602  0.373  0.01
C  -1.403  1.573  1.573  0.29
O  1.236  4.086  0.031  0.00
O  0.054  2.279  -0.171  0.13
C  -0.710  1.269  0.438  0.37
H  -2.486  1.461  1.559  0.02
H  -0.884  1.715  2.520  0.02
H  -1.104  0.614  -0.341  0.03
H  1.215  -0.186  -0.220  0.00
O  2.167  0.164  -0.704  0.00
H  2.550  -0.537  -1.242  0.00
Yb  2.309  2.353  -1.145  0.00

**Orbital gap (spin up / spin down)**: 7.78 / 6.36 eV
**<S²>**: 0.755
**LUMO energy (spin up / spin down)**: -9.952 / -11.365 eV
**2S+1**: 2
**Net charge**: +2

***

Record 9
Below is C3H5O5P as an isolated structure in a non-equilibrium geometry, with properties calculated with ωB97M-V with the def2-TZVPD basis set.

Last column: Löwdin charge in e.
Cartesian coordinates (Å):
C  1.350  1.149  -0.749  -0.81
C  0.274  -1.624  1.005  -0.22
C  0.037  0.411  -0.837  -0.12
O  1.303  2.360  -0.553  -0.05
O  -2.164  -0.934  0.099  -0.47
O  2.362  0.442  -1.025  -0.12
O  -1.002  0.791  1.725  -0.44
O  -1.378  1.585  -1.259  -0.21
P  -0.907  -0.206  0.578  0.29
H  0.075  -2.279  0.114  0.02
H  1.341  -1.208  1.112  0.04
H  0.090  -2.193  1.962  0.02
H  0.052  -0.453  -1.646  0.13
H  -1.432  2.159  -0.527  -0.04

**Orbital gap**: 7.99 eV
**LUMO energy**: 6.904 eV
**Net charge**: -2

***

Record 10
Below is a 2-piece molecular cluster, C3H5O5S overall in a non-equilibrium geometry, with properties calculated with ωB97M-V with the def2-TZVPD basis set.

Last column: Löwdin charge in e.
Cartesian coordinates (Å):
C  -1.953  -0.856  0.109  -0.05
C  -1.176  0.203  -0.246  -0.10
C  0.286  0.567  0.200  -0.73
O  5.892  -0.428  0.157  -0.45
O  4.078  1.362  -0.033  -0.35
O  3.444  -0.998  0.283  -0.34
O  0.622  1.488  0.847  0.04
O  1.017  -0.288  -0.441  -0.10
S  4.621  -0.184  -0.466  0.80
H  -2.988  -0.888  -0.297  0.04
H  -1.748  -1.259  1.123  0.05
H  -1.554  0.968  -0.905  0.08
H  2.580  -0.457  0.110  0.02
H  3.068  1.534  0.049  0.08

**Orbital gap**: 9.08 eV
**LUMO energy**: 3.692 eV
**Net charge**: -1

***

Number 1: total energy -741.22649 hartree. Number 2: total energy -1139.44372 hartree. Number 3: total energy -1537.62217 hartree. Number 4: total energy -1103.39290 hartree. Number 5: total energy -417.61836 hartree. Number 6: total energy -759.61186 hartree. Number 7: total energy -610.97596 hartree. Number 8: total energy -1576.23469 hartree. Number 9: total energy -834.88430 hartree. Number 10: total energy -891.73327 hartree.